Record 1
Here is a cluster of 7 separate species, C15H45NO12 in total at a distorted geometry from OMol25. Energies are from the ωB97M-V functional and the def2-TZVPD basis.

Geometry (Å):
O1 -6.378 16.807 -0.346
H1 -13.436 14.085 -4.962
H2 -13.745 16.314 -3.508
H3 -8.633 17.086 -0.653
C1 -12.675 23.687 -0.720
C2 -9.889 12.119 -0.041
O2 -12.617 21.822 2.379
H4 -8.903 24.459 -0.747
H5 -12.051 24.559 -0.524
C3 -9.239 12.708 -1.298
H6 -10.136 11.089 -0.299
H7 -8.186 23.410 0.461
O3 -6.107 14.231 -2.151
H8 -9.146 12.276 0.740
H9 -14.539 20.912 -3.158
O4 -12.096 22.377 -0.472
O5 -13.807 20.311 -3.004
O6 -13.702 14.999 -5.087
H10 -11.014 20.743 3.163
H11 -9.890 18.713 -0.035
H12 -11.099 22.552 -2.326
C4 -5.122 14.976 -1.535
H13 -13.390 14.803 -3.105
H14 -12.107 15.678 -3.817
H15 -12.487 18.537 3.066
H16 -11.749 12.442 0.764
H17 -6.774 14.322 -1.467
H18 -12.777 19.350 -1.400
O7 -11.104 12.896 0.216
H19 -9.896 12.777 -2.165
O8 -12.573 19.001 -0.529
C5 -5.679 15.580 -0.207
H20 -4.355 14.253 -1.259
H21 -13.512 23.712 -0.021
H22 -6.372 14.958 0.360
H23 -7.654 21.735 -1.692
H24 -11.034 20.974 -1.637
H25 -13.857 20.358 4.644
C6 -13.337 20.043 -4.370
H26 -10.586 17.409 0.921
C7 -11.762 17.816 -0.753
H27 -6.495 17.257 0.494
H28 -9.795 23.779 0.632
H29 -12.500 19.359 -4.231
H30 -14.452 18.439 -5.243
C8 -14.447 19.528 -5.301
C9 -10.360 17.731 -0.096
H31 -13.104 23.856 -1.708
H32 -12.381 16.956 -0.495
H33 -9.547 21.393 -0.055
H34 -14.095 19.738 -6.312
H35 -4.621 15.667 -2.213
N1 -8.630 21.813 -1.938
H36 -9.659 14.512 -0.734
O9 -8.879 14.029 -1.016
H37 -15.509 21.140 -5.461
H38 -13.774 19.732 2.554
C10 -11.946 20.597 2.617
H39 -8.653 22.360 -2.787
C11 -12.893 19.543 3.167
H40 -12.486 21.981 1.441
H41 -12.984 20.998 -4.759
O10 -13.191 19.674 4.543
C12 -9.542 22.158 -0.831
O11 -9.560 16.926 -0.842
C13 -13.174 15.486 -3.927
H42 -4.878 15.721 0.519
C14 -9.073 23.560 -0.155
C15 -11.025 22.031 -1.371
H43 -8.405 12.044 -1.523
H44 -11.513 20.402 1.636
O12 -15.638 20.247 -5.133
H45 -11.647 17.661 -1.826

Calculated values
* frontier orbital gap (spin up / spin down): 8.16 / 2.81 eV
* spin multiplicity: 2
* expectation value of S²: 0.755
* total charge: +1
* LUMO level (spin up / spin down): -3.4440 / -8.7883 eV

Results of the Mulliken charge analysis, in e, for atoms 1 through 2: -0.541, 0.340


Record 2
Here is a structure of composition C15H47N12O11V at a distorted geometry from OMol25. Energies are from the ωB97M-V functional and the def2-TZVPD basis.

Geometry (Å):
O1 -1.014 -0.370 0.453
H1 -1.779 -1.310 4.483
H2 -0.971 -0.937 3.032
H3 -1.026 -5.639 -3.433
C1 0.640 0.350 4.552
C2 -0.760 3.200 -2.852
H4 -0.953 -2.066 -4.827
C3 3.422 2.164 1.601
H5 1.197 3.534 2.628
H6 -2.089 -4.144 0.153
N1 1.027 4.441 3.027
H7 5.217 2.332 0.643
C4 0.325 -1.139 4.755
H8 -2.438 -5.775 -2.290
C5 -0.726 -4.548 -1.568
H9 -2.515 3.827 -3.530
H10 -2.231 -2.997 -1.134
O2 1.308 0.187 -1.044
H11 1.402 -2.781 4.719
H12 -1.969 -0.159 -5.218
O3 -0.101 2.400 -2.184
H13 -0.932 -2.907 -0.063
H14 -4.490 2.556 -2.487
O4 1.447 -1.924 4.286
N2 -1.635 0.305 -4.398
C6 2.100 -3.122 0.801
N3 2.091 -4.156 1.694
H15 -0.848 5.008 -3.790
C7 -0.876 -1.569 3.915
H16 -0.113 0.973 5.032
O5 -1.143 -0.275 -2.213
C8 -3.956 -0.203 -0.413
O6 0.939 5.521 5.084
V1 -0.705 0.911 -0.452
H17 -4.925 -0.673 -0.613
H18 1.645 0.583 4.900
C9 -4.386 1.514 -2.187
H19 -0.945 -2.647 3.784
N4 1.756 -1.941 1.320
H20 -2.125 -4.308 -3.105
H21 3.929 -0.692 -2.537
H22 0.171 -1.356 5.814
N5 3.152 -0.819 -1.924
N6 2.400 1.131 -2.813
H23 -0.606 -2.425 -3.148
H24 0.454 5.150 2.611
H25 0.606 0.604 3.490
C10 -1.217 -0.529 -3.425
H26 1.729 1.883 -2.853
H27 0.699 4.647 -3.110
O7 2.393 -3.259 -0.400
C11 -3.944 1.302 -0.743
N7 1.983 3.536 4.883
H28 3.098 1.070 -3.526
H29 -4.711 1.801 -0.136
N8 -2.089 3.034 -3.090
H30 1.818 -1.262 0.577
H31 -0.267 -5.389 -1.035
C12 2.228 0.178 -1.868
H32 5.369 1.855 2.301
H33 -3.746 0.908 -2.840
C13 -1.611 -5.164 -2.650
H34 -2.549 2.549 -2.311
H35 2.300 2.804 4.252
O8 -2.713 1.899 -0.402
O9 0.026 1.893 0.539
H36 1.389 -1.820 2.251
O10 2.844 1.888 2.657
N9 4.794 2.118 1.525
H37 1.815 2.526 0.427
H38 2.999 -1.667 -1.387
H39 -5.343 1.028 -2.407
H40 -3.187 -0.693 -1.012
N10 -0.940 -1.788 -3.868
O11 0.339 -3.891 -2.271
H41 -1.859 1.260 -4.150
H42 2.036 -5.075 1.290
H43 1.996 -3.998 2.676
C14 1.319 4.599 4.356
N11 -0.226 4.352 -3.362
N12 2.824 2.634 0.491
H44 2.320 3.569 5.824
H45 3.379 3.139 -0.170
H46 1.006 -3.681 -1.595
H47 -3.764 -0.419 0.637
C15 -1.509 -3.646 -0.628

Calculated values
* frontier orbital gap: 8.27 eV
* LUMO level: -0.0223 eV

Results of the Mulliken charge analysis, in e, for atoms 1 through 2: -0.429, 0.478